Formula: C60H56O20
Source: the OMol25 dataset
Level of theory: ωB97M-V/def2-TZVPD

The geometry in ORCA input format:
```
! RIJCOSX wB97M-V def2-TZVPD def2/J DEFGRID3
* xyz 0 1
O -3.80 -2.24 -0.47
O 1.28 -6.69 -4.80
O -4.28 0.20 -3.49
O -0.15 2.12 2.93
O 6.16 0.08 2.77
O -4.83 3.22 2.72
O 6.17 6.98 0.82
O 0.71 3.97 -2.22
O 6.14 1.59 -0.01
O 2.30 -3.71 1.52
O -0.94 4.48 -4.66
O -2.97 -3.42 2.80
O 5.97 -3.44 -0.13
O -0.25 -0.55 -1.77
O -3.65 -1.76 4.80
O -7.79 -4.81 -3.15
O -2.45 4.82 2.22
O 1.77 2.55 5.17
O 3.15 -0.09 -3.23
O -1.47 -3.20 -1.58
C 2.92 1.96 4.66
C -7.17 -3.10 -1.64
C -0.36 5.03 1.13
C -0.09 4.13 -1.10
C -5.19 0.79 2.67
C -5.64 -4.89 -2.15
C 0.92 -4.50 -3.88
C -1.41 3.61 -1.02
C 0.66 -5.88 -3.80
C -2.15 1.07 -3.97
C -1.29 0.00 0.27
C 3.69 1.11 5.39
C 6.01 -2.05 -2.12
C -4.82 -0.43 3.20
C 4.97 0.57 3.31
C 0.86 1.73 0.78
C -0.77 -2.35 2.83
C 6.09 2.94 0.10
C 4.74 0.44 4.71
C 0.06 -4.39 1.12
C 3.85 -0.99 -2.68
C -1.25 0.76 1.40
C 0.57 -2.51 2.54
C -1.67 -3.31 2.28
C -4.65 -4.21 -1.38
C -1.00 -5.49 -2.15
C -0.19 0.01 -0.67
C -1.69 4.60 1.16
C -2.31 3.83 0.12
C 5.33 -1.15 -2.85
C 4.00 -3.00 -1.21
C -6.08 -2.33 -1.07
C 4.93 3.60 -0.14
C -1.28 2.14 -4.16
C -1.80 3.44 -4.44
C 7.28 4.88 0.81
C -6.87 -4.28 -2.29
C 4.05 1.34 2.59
C -0.17 1.62 1.85
C 3.32 -2.05 -1.91
C 0.41 4.82 -0.01
C -1.30 -4.22 1.41
C 6.15 5.65 0.51
C 3.13 2.11 3.26
C -4.06 2.53 -4.19
C -4.89 -2.94 -0.91
C -0.72 -4.11 -2.27
C -3.20 3.62 -4.44
C -4.61 1.99 3.22
C -3.52 1.27 -3.89
C 4.96 5.01 0.04
C 0.96 -3.54 1.67
C -3.30 0.58 4.76
C 5.44 -2.86 -1.06
C 0.87 0.98 -0.30
C -3.93 -0.55 4.29
C 0.30 -3.64 -3.06
C 7.24 3.55 0.60
C -3.59 1.87 4.20
C -0.28 -6.45 -2.95
H -0.54 -7.50 -3.00
H 5.50 -0.08 5.26
H -5.28 -1.31 2.76
H -3.78 -4.76 -1.05
H 0.47 -5.20 0.53
H -3.31 -1.58 5.68
H -3.27 3.35 0.07
H 1.30 5.43 0.10
H 4.19 1.45 1.53
H -5.12 2.71 -4.29
H 3.58 0.95 6.45
H -5.93 0.85 1.89
H 0.19 3.62 -2.94
H -3.60 4.62 -4.45
H -4.07 3.75 2.98
H 8.05 2.98 1.01
H 2.80 -3.34 2.25
H -1.76 3.04 -1.88
H 4.03 5.55 -0.08
H 1.40 -7.64 -4.75
H -1.64 0.12 -4.02
H 1.73 -4.17 -4.51
H -1.24 -1.63 3.48
H -1.92 -5.04 1.09
H 3.36 -3.76 -0.80
H -3.04 2.71 4.61
H -6.17 -1.28 -0.85
H -8.13 -2.61 -1.76
H -3.96 -0.67 -3.75
H -3.17 -2.71 3.42
H 6.24 0.31 1.84
H 8.19 5.23 1.27
H -7.78 -5.71 -3.48
H 1.11 2.80 4.52
H 1.74 2.34 0.81
H 6.95 1.34 -0.46
H 1.30 -1.94 3.10
H 2.29 -2.32 -2.05
H 5.43 7.55 0.61
H 7.06 -2.05 -2.36
H -2.01 5.46 2.78
H -1.97 -0.84 0.25
H 5.87 -0.62 -3.62
H -1.08 -2.32 -1.60
H -5.32 -5.81 -2.60
H -2.94 -2.56 -0.74
H -2.16 0.72 1.98
H 2.59 2.94 2.83
H -2.60 0.45 5.57
H 1.76 1.13 -0.90
H -0.22 1.95 -4.27
H 3.98 3.12 -0.36
H -1.81 -5.80 -1.50
H 0.12 5.65 1.87
H 0.54 -2.59 -3.09
H -1.45 5.27 -4.83
*
```

Properties
- Energy relative to the best compared isomer or geometry (same formula, charge and spin): 0.00 kcal/mol
- LUMO energy: -1.89 eV
- Orbital gap: 6.0 eV
- SMILES string: O=C1C=CC(=O)C=C1.O=C1C=CC(=O)C=C1.Oc1ccc(O)cc1.Oc1ccc(O)cc1.Oc1ccc(O)cc1.Oc1ccc(O)cc1.Oc1ccc(O)cc1.Oc1ccc(O)cc1.Oc1ccc(O)cc1.Oc1ccc(O)cc1
- F_max: 5.0 eV Å⁻¹

Löwdin atomic charge list, values in e, 4 entries: number 1, O, carries 0.015; number 2, O, carries -0.009; number 3, O, carries 0.041; number 4, O, carries 0.134

Formula: C60H58F2N6OSiTeTi
Source: the OMol25 dataset
Level of theory: ωB97M-V/def2-TZVPD

The geometry in ORCA input format:
```
! RIJCOSX wB97M-V def2-TZVPD def2/J DEFGRID3
* xyz 0 1
Te -0.37 2.03 -1.60
Ti -0.48 -0.61 1.33
Si 1.06 -3.41 1.21
F 3.91 2.32 1.67
F 4.14 -0.64 -1.92
O -3.24 -0.74 0.32
N -6.04 0.61 7.25
N 0.48 0.55 2.96
N -2.77 -2.71 1.37
N -2.51 -0.23 3.32
N -0.88 -2.98 -0.93
N -1.60 0.83 0.64
C -4.66 2.71 -2.19
C 0.94 3.45 -0.70
C -1.09 4.80 -3.24
C 3.44 -0.09 -0.91
C 1.55 2.44 -5.60
C -5.55 3.34 -1.34
C 3.77 -3.33 0.25
C -0.85 4.07 0.95
C 3.28 1.41 0.88
C 3.35 -1.87 2.08
C -5.54 3.05 0.01
C -3.77 1.77 -1.69
C 1.71 0.64 -3.93
C -2.99 0.98 3.55
C -2.74 0.53 0.23
C -1.19 -2.31 -3.35
C 1.31 1.44 2.38
C 0.23 4.39 -5.30
C 1.23 -5.20 1.89
C 1.40 5.18 0.90
C -5.31 0.43 6.38
C -0.17 3.95 -4.05
C -0.01 -2.38 2.35
C 5.11 -2.95 0.24
C 0.31 1.97 4.88
C 2.44 -5.75 2.30
C -0.90 -1.89 -1.89
C -4.39 0.21 5.33
C -3.73 1.49 -0.33
C 1.53 4.13 -7.45
C 1.38 -0.05 0.39
C 3.08 4.54 -0.68
C -2.31 -1.61 0.97
C 0.30 2.72 -3.56
C 2.87 -2.80 1.16
C 4.04 0.90 -0.15
C 5.56 -2.02 1.16
C 2.17 -0.56 -0.64
C 1.05 2.95 4.23
C 1.16 1.97 -4.36
C -2.96 -1.24 4.07
C -4.63 2.13 0.52
C 2.21 3.61 -1.21
C -3.93 1.26 4.53
C 0.08 -5.96 2.08
C 0.05 0.80 4.19
C 4.68 -1.47 2.07
C 1.35 -7.76 3.01
C -0.83 -3.77 -3.57
C 0.41 -3.62 -0.64
C 1.58 2.68 2.99
C 1.98 0.98 1.17
C 2.51 -7.01 2.85
C 0.52 4.24 0.38
C -3.89 -1.07 5.08
C 2.67 5.33 0.38
C -1.91 -3.94 -1.28
C 1.10 3.65 -6.10
C 0.13 -7.22 2.64
C -1.67 -4.65 -2.63
H -2.26 -2.18 -3.57
H -1.00 3.04 1.28
H -0.77 -7.80 2.78
H 6.60 -1.72 1.15
H -0.87 -2.98 2.61
H -0.88 -5.54 1.80
H 1.21 3.42 -8.22
H 3.35 6.06 0.81
H -2.63 -4.87 -3.09
H -4.29 2.27 4.68
H 0.54 -2.16 3.28
H 5.79 -3.39 -0.47
H 3.43 -4.07 -0.46
H -1.45 5.65 -3.82
H 2.53 3.00 -2.05
H -0.50 -0.01 4.67
H -4.66 2.94 -3.25
H 5.03 -0.75 2.79
H -0.05 2.11 5.88
H -4.22 -1.92 5.66
H 1.83 -1.38 -1.25
H 2.80 0.65 -3.98
H 3.46 -7.42 3.15
H -6.25 4.06 -1.73
H 1.41 -8.75 3.44
H -6.24 3.53 0.68
H 0.31 -4.70 -0.82
H 1.24 3.91 4.70
H -2.56 -2.21 3.83
H -2.60 1.77 2.92
H -1.61 4.28 0.19
H -1.69 -1.18 -1.58
H 1.41 0.42 -2.91
H -3.10 1.25 -2.37
H 1.35 -0.15 -4.58
H 2.62 4.20 -7.50
H 2.68 -1.44 2.81
H 2.23 1.85 -6.20
H -0.13 5.35 -5.66
H 3.34 -5.17 2.18
H -0.64 -1.67 -4.04
H 1.08 5.81 1.72
H -2.85 -3.38 -1.33
H -3.75 -2.90 1.16
H 0.23 -3.92 -3.37
H 0.04 -1.35 -1.84
H 1.11 5.10 -7.68
H -1.94 4.22 -2.88
H -1.01 4.74 1.79
H -1.15 -5.61 -2.48
H -1.01 -4.06 -4.61
H -2.01 -4.67 -0.48
H -4.62 1.90 1.57
H 4.08 4.65 -1.09
H 1.17 -3.28 -1.35
H 5.05 1.22 -0.33
H 2.18 3.41 2.48
H -0.56 5.19 -2.36
*
```

Properties
- Energy relative to the best compared isomer or geometry (same formula, charge and spin): 65.41 kcal/mol
- LUMO energy: -0.75 eV
- Orbital gap: 6.4 eV
- F_max: 1.8 eV Å⁻¹

Löwdin atomic charge list, values in e, 4 entries: number 1, Te, carries 1.587; number 2, Ti, carries 0.966; number 3, Si, carries 0.704; number 4, F, carries 0.068

Question: Look up the energy relative to the best compared isomer or geometry (same formula, charge and spin) of the first one.
Answer: 0.00 kcal/mol

Question: Among the records above, which one has the lowest LUMO energy?
Answer: C60H56O20

Question: Which of these has the lowest energy relative to the best compared isomer or geometry (same formula, charge and spin)?
Answer: C60H56O20

Question: The highest LUMO energy belongs to which entry?
Answer: C60H58F2N6OSiTeTi